Record 1
32
Properties=species:S:1:pos:R:3 method="wB97M-V/def2-TZVPD" relative_energy_kj_mol=251.65 smiles="C=C(C)C.CNC.CNC" lumo_ev=0.856 e_homo_ev=-6.776 gap_ev=7.63
C 0.4464 -1.0014 -1.1542
C 1.4005 0.7073 2.5245
C 0.6253 2.6854 1.3745
C 1.5125 -0.0567 -1.1368
C 0.6895 -2.2631 -0.3459
C -0.2071 -1.3179 -2.4873
N 0.7320 1.2395 1.3536
H 2.4009 1.1401 2.6802
H -0.0330 3.0141 2.1860
H 1.5964 3.1849 1.5144
H 1.5148 -0.3724 2.4162
H 0.8110 0.9007 3.4271
H 0.2008 3.0299 0.4301
H 1.2226 0.8982 0.4130
H 1.5860 0.6182 -1.9854
H 2.4654 -0.4138 -0.7564
H 1.0973 -2.0308 0.6367
H -0.2289 -2.8380 -0.2331
H 1.4096 -2.8962 -0.8644
H 0.3837 -2.0633 -3.0180
H -0.2714 -0.4338 -3.1183
H -1.2146 -1.7100 -2.3413
C -1.7122 0.9217 -0.9279
C -2.1108 -1.0095 0.4610
N -1.0908 -0.1666 -0.1655
H -0.5078 0.3203 0.6076
H -2.8392 -0.4082 1.0169
H -2.3757 0.5150 -1.6922
H -2.2949 1.5792 -0.2734
H -0.9255 1.5046 -1.4004
H -2.6414 -1.5814 -0.3026
H -1.6412 -1.6960 1.1612


Record 2
9
Properties=species:S:1:pos:R:3 method="wB97M-V/def2-TZVPD" multiplicity=3 relative_energy_kj_mol=33.13 lumo_ev="0.799 / -0.996" e_homo_ev="-7.497 / -10.318" gap_ev="8.30 / 9.32" s2=2.007
C -1.3880 1.0686 -0.1720
N 1.3669 -1.1624 -0.4528
O 1.3394 0.1385 1.6012
S 1.6534 0.4015 0.2477
Cl -1.4678 0.2237 1.2744
H -1.5572 0.4277 -1.0273
H -1.8356 2.0019 -0.3327
H 0.9446 -1.7383 0.2011
H 0.9442 -1.3613 -1.3397


Record 3
10
Properties=species:S:1:pos:R:3 method="wB97M-V/def2-TZVPD" relative_energy_kj_mol=634.73 smiles="N[N+]([O-])=S.C#C" lumo_ev=-0.623 e_homo_ev=-9.134 gap_ev=8.51
C 2.3475 -0.3861 0.4717
C 1.8447 -0.7809 -0.5145
N -2.1043 0.3040 0.0415
N -0.7924 0.7203 -0.2270
O -3.0093 1.1147 -0.1399
S -2.2516 -1.2122 0.5832
H 3.0798 -0.0003 1.1660
H 1.4752 -1.2774 -1.4042
H -0.5426 1.5061 0.2371
H -0.0469 0.0119 -0.2140


Record 4
16
Properties=species:S:1:pos:R:3 method="wB97M-V/def2-TZVPD" multiplicity=2 charge=+1 lumo_ev="-5.278 / -6.604" e_homo_ev="-13.822 / -13.821" gap_ev="8.54 / 7.22" s2=0.755
O -1.3224 -1.6812 0.7987
C -0.1695 -1.7031 0.1042
C 0.6797 -0.4564 0.2772
O 1.9627 -0.7357 -0.2631
C 2.8834 0.2051 -0.1069
O 2.7178 1.2592 0.4550
O 4.0091 -0.2093 -0.6645
H -3.7883 0.4261 -1.3146
H -0.4102 -1.9253 -0.9608
H 0.3759 -2.6314 0.4047
H 0.7684 -0.2050 1.3430
H 0.2265 0.3887 -0.2585
H 4.6984 0.4545 -0.5336
Cu -3.0533 -0.1601 1.3239
O -3.7744 0.8479 -0.4377
H -3.7246 1.7970 -0.5907


Record order is preserved below.
Molar mass: 146.278; 113.569; 104.134; 186.630 Da
Record order is preserved below.
Electronic energy: -427.40190; -1028.73579; -661.34378; -2134.86169 Eh